1.
Computed, not measured: a cluster of 2 separate species, C3H4NO in total at a distorted geometry, with ωB97M-V with the def2-TZVPD basis set.

Relative energy (zero: lowest compared OMol25 entry of this formula, charge and spin) = 4.9016 eV
Multiplicity = 1
Maximum force = 10.551 eV Å⁻¹
Net charge = +1
HOMO-LUMO gap = 9.41 eV
DFT total energy = -246.21196 Ha
HOMO level = -0.61727 Eh
Lowest unoccupied orbital energy = -0.271 Eh

The geometry in XYZ format:
```
9
Properties=species:S:1:pos:R:3:nbo_charge:R:1
C 0.738 -0.338 -0.001 -0.60
C -1.400 1.133 -0.043 0.66
C -0.531 -1.127 0.003 0.24
N -1.512 -1.700 -0.008 -0.23
O -2.210 0.382 -0.001 -0.15
H 0.302 0.377 -0.904 0.21
H -0.758 2.051 0.265 0.36
H 1.724 -0.294 0.049 0.31
H 0.566 0.482 0.811 0.22
```


2.
Computed, not measured: a structure of composition C20H21BrIN9S2Tl at a distorted geometry, with ωB97M-V with the def2-TZVPD basis set.

Relative energy (zero: lowest compared OMol25 entry of this formula, charge and spin) = 0.0000 eV
Multiplicity = 1
Maximum force = 2.767 eV Å⁻¹
Net charge = +1
HOMO-LUMO gap = 8.67 eV
DFT total energy = -5107.96820 Ha
HOMO level = -0.40078 Eh
Lowest unoccupied orbital energy = -0.082 Eh

The geometry in XYZ format:
```
55
Properties=species:S:1:pos:R:3:nbo_charge:R:1
Tl 14.061 11.153 10.024 0.84
C 17.258 13.681 9.502 -0.67
C 17.460 12.302 8.989 0.08
N 16.547 11.348 8.991 -0.53
C 17.078 10.190 8.452 0.09
C 18.353 10.280 8.030 -0.41
S 18.976 11.858 8.317 0.49
C 16.302 8.960 8.217 0.09
C 16.689 7.863 7.517 -0.40
S 15.606 6.547 7.895 0.44
C 14.688 7.642 8.880 0.12
N 15.121 8.837 8.928 -0.52
C 13.385 7.132 9.512 -0.66
H 16.309 14.144 9.145 0.25
H 18.111 14.302 9.142 0.24
H 17.282 13.732 10.591 0.25
H 18.971 9.488 7.602 0.25
H 17.560 7.701 6.909 0.25
H 13.486 6.096 9.814 0.24
H 12.585 7.303 8.735 0.26
H 13.199 7.763 10.410 0.23
Br 13.853 15.795 9.130 0.06
C 14.752 16.450 7.590 -0.10
C 15.017 17.858 7.529 -0.23
C 15.443 18.353 6.337 -0.19
C 15.766 17.471 5.255 -0.19
C 15.571 16.134 5.396 -0.22
C 14.979 15.600 6.516 -0.22
I 14.518 13.569 6.544 0.22
H 14.879 18.429 8.430 0.24
H 15.697 19.420 6.273 0.23
H 16.169 17.869 4.372 0.23
H 15.982 15.431 4.684 0.23
N 9.416 10.589 8.292 -0.80
C 9.826 9.311 8.057 0.67
N 8.911 8.306 8.201 -0.77
N 11.087 8.950 7.769 -0.66
C 11.985 9.907 7.659 0.49
N 12.825 10.731 7.516 -0.56
H 8.513 10.750 8.745 0.41
H 10.075 11.358 8.378 0.43
H 7.938 8.545 7.947 0.40
H 9.279 7.511 7.716 0.41
N 9.583 14.498 6.950 -0.78
C 10.157 14.147 8.141 0.36
C 11.121 13.114 8.254 -0.12
N 11.606 12.745 9.409 -0.41
C 11.106 13.336 10.509 -0.09
C 10.153 14.356 10.373 0.03
N 9.658 14.791 9.220 -0.42
H 10.092 14.314 6.065 0.39
H 9.219 15.418 6.954 0.40
H 11.523 12.634 7.338 0.24
H 11.475 13.029 11.470 0.21
H 9.751 14.854 11.281 0.21
```


3.
Computed, not measured: a structure of composition C20H21BrF5GeN3O5RuTe, with ωB97M-V with the def2-TZVPD basis set.

Relative energy (zero: lowest compared OMol25 entry of this formula, charge and spin) = 2.0055 eV
<S²> = 8.811
Multiplicity = 6
Maximum force = 0.571 eV Å⁻¹
Net charge = -1
HOMO-LUMO gap (alpha / beta) = 5.44 / 5.96 eV
DFT total energy = -6828.30203 Ha
HOMO level (alpha / beta) = -0.13304 / -0.21840 Eh
Lowest unoccupied orbital energy (alpha / beta) = 0.067 / 0.001 Eh

The geometry in XYZ format:
```
58
Properties=species:S:1:pos:R:3:mulliken_spin:R:1
Ru -0.380 -0.688 -0.058 1.97
Br 4.302 -1.121 5.719 0.00
C 2.878 -1.005 4.464 -0.03
C 1.569 -1.101 4.916 0.13
C 0.551 -1.007 3.978 -0.01
C 0.820 -0.825 2.632 0.18
O -0.247 -0.708 1.823 0.31
C 2.153 -0.744 2.165 -0.16
C 2.528 -0.592 0.804 0.45
N 1.683 -0.551 -0.244 0.12
C 2.138 -0.465 -1.529 -0.13
C 3.462 -0.336 -1.941 0.22
C 3.780 -0.279 -3.307 -0.07
C 2.824 -0.346 -4.284 0.16
C 1.464 -0.475 -3.908 -0.04
C 0.399 -0.562 -4.829 0.03
C -0.887 -0.690 -4.386 -0.03
C -1.143 -0.728 -3.010 0.02
N -0.163 -0.645 -2.132 0.03
C 1.134 -0.527 -2.543 0.04
C 3.175 -0.834 3.132 0.08
H 1.351 -1.243 5.964 0.01
H -0.487 -1.075 4.277 0.00
H 3.590 -0.569 0.602 0.05
H 4.264 -0.287 -1.220 0.02
H 4.822 -0.183 -3.587 0.00
H 3.084 -0.308 -5.333 0.01
H 0.620 -0.528 -5.889 0.00
H -1.721 -0.766 -5.069 0.00
H -2.146 -0.831 -2.632 0.02
H 4.206 -0.776 2.810 0.00
C -3.199 2.524 0.979 0.00
Ge -1.261 2.500 1.110 0.02
C -0.717 2.125 2.945 0.01
C -0.601 4.294 0.636 0.00
C -0.333 1.380 -0.212 0.06
H -3.559 3.351 1.595 0.00
H -3.639 1.601 1.348 0.00
H -3.524 2.678 -0.049 0.00
H -1.040 2.951 3.582 0.00
H 0.365 2.022 3.029 0.00
H -1.179 1.206 3.301 0.00
H -1.058 5.047 1.280 0.00
H -0.849 4.535 -0.399 0.00
H 0.483 4.354 0.752 0.00
H 0.719 1.669 -0.187 -0.01
H -0.732 1.633 -1.196 0.00
O -1.103 -3.271 -1.574 0.00
N -0.260 -3.662 -0.775 -0.01
O 0.123 -4.817 -0.672 0.01
O 0.316 -2.770 -0.012 0.08
F -4.638 -0.473 1.388 0.13
Te -4.154 -1.158 -0.397 0.50
F -4.055 0.417 -1.676 0.12
F -3.745 -2.128 -1.989 0.05
F -3.801 -2.792 0.463 0.04
F -5.977 -1.707 -0.644 0.08
O -2.205 -0.713 -0.012 0.50
```